Density functional theory data (ωB97M-V with the def2-TZVPD basis set) for the molecule C2H2N2O3 at a distorted geometry.

Geometry (Å):
C (-0.0041, 0.8968, -0.0535)
C (-1.2891, 0.1159, 0.0222)
H (1.9826, 0.5178, 0.1758)
H (0.7770, -1.7217, 0.4915)
N (0.9752, 0.1465, 0.2273)
N (0.7012, -1.1564, -0.2476)
O (0.0597, 2.1267, -0.3144)
O (-0.7330, -1.1530, -0.3652)
O (-2.4695, 0.2275, 0.0640)

Atomic forces in eV per Å
C -3.3 8.5 -0.5
C 0.2 -2.5 -1.9
H -2.2 -0.9 -0.3
H 0.8 -3.0 3.6
N 5.1 -1.8 0.6
N -1.0 1.8 -3.1
O -0.3 -2.8 0.8
O -0.4 0.1 0.3
O 1.3 0.7 0.4

Results
SMILES	O=c1[nH][nH]oc1=O
ΔE to the lowest compared entry with this formula, charge and spin	3.251	eV
orbital gap	10.2	eV